a:
10
Properties=species:S:1:pos:R:3 method="wB97M-V/def2-TZVPD" smiles="C#C[C@@]1(C=O)C=N1" gap_ev=9.67 lumo_ev=0.2 homo_ev=-9.5
C -0.05 -2.18 -0.84
C -0.05 -1.09 -0.31
C -0.05 0.29 0.14
C 1.23 0.84 0.66
O 1.28 1.72 1.49
N -1.25 1.16 1.03
C -1.24 1.05 -0.20
H -0.06 -3.16 -1.27
H 2.14 0.33 0.30
H -1.96 1.02 -1.00



b:
10
Properties=species:S:1:pos:R:3 method="wB97M-V/def2-TZVPD" gap_ev=8.16 lumo_ev=-2.0 homo_ev=-10.1
C -0.10 2.18 -1.90
C 0.18 1.46 -0.92
C 0.18 0.39 -0.19
C -0.99 -0.25 0.41
O -0.47 -1.40 1.06
N 0.87 -1.46 0.87
C 1.27 -0.46 0.16
H -1.69 -0.47 -0.47
H -1.58 0.36 1.09
H 2.32 -0.35 -0.09



c:
10
Properties=species:S:1:pos:R:3 method="wB97M-V/def2-TZVPD" smiles=N#Cc1ccco1 gap_ev=9.98 lumo_ev=0.5 homo_ev=-9.4
O 1.09 -0.30 0.65
C 0.57 -0.08 -0.59
C -0.79 -0.05 -0.54
C -1.13 -0.12 0.83
C 0.04 -0.33 1.51
C 1.42 0.32 -1.65
N 2.03 0.74 -2.54
H -1.49 0.03 -1.36
H -2.04 0.33 1.15
H 0.30 -0.54 2.54



d:
10
Properties=species:S:1:pos:R:3 method="wB97M-V/def2-TZVPD" smiles="C#CCC(=O)C#N" gap_ev=9.75 lumo_ev=-0.6 homo_ev=-10.3
O 0.74 -0.44 1.10
C 0.66 -0.36 -0.10
C -0.48 0.41 -0.80
C -1.46 0.62 0.27
C -1.36 0.56 1.48
C 1.76 -1.02 -0.81
N 2.68 -1.61 -1.18
H -0.79 -0.02 -1.76
H -0.11 1.42 -0.99
H -1.29 0.51 2.53



Least stable of them? b.



a:
10
Properties=species:S:1:pos:R:3 method="wB97M-V/def2-TZVPD" smiles=N#Cc1ccco1 gap_ev=9.96 lumo_ev=0.5 homo_ev=-9.4
O 0.73 0.38 0.98
C 0.81 -0.37 -0.16
C -0.42 -0.53 -0.70
C -1.30 0.26 0.07
C -0.57 0.75 1.11
C 2.07 -0.60 -0.76
N 3.03 -0.77 -1.38
H -0.71 -1.12 -1.57
H -2.17 0.65 -0.43
H -0.79 1.30 2.02



b:
10
Properties=species:S:1:pos:R:3 method="wB97M-V/def2-TZVPD" smiles=C#Cc1cnoc1 gap_ev=10.10 lumo_ev=0.1 homo_ev=-10.0
C -0.29 -1.76 2.06
C -0.13 -0.86 1.21
C 0.02 0.06 0.16
C 1.12 0.80 -0.16
O 0.86 1.55 -1.22
N -0.43 1.30 -1.67
C -0.93 0.42 -0.84
H -0.39 -2.43 1.16
H 2.10 0.88 0.29
H -1.93 0.04 -0.98



Least stable of them? b.